(1)
5 unconnected molecules or ions with the total composition C24H61N3O8 in a non-equilibrium geometry, computed with ωB97M-V/def2-TZVPD.

XYZ file:
```
96
Properties=species:S:1:pos:R:3:forces:R:3
C -29.6390 -20.1380 -3.2210 -2.87 1.00 -1.14
O -30.7140 -19.1870 -2.9450 -0.52 -0.04 0.33
C -30.4230 -17.8460 -3.2440 -0.70 0.34 -1.28
C -31.6990 -16.9560 -3.3400 -0.82 -2.22 -0.32
N -31.4760 -15.5900 -3.7250 0.86 -0.84 0.59
C -30.9650 -15.4890 -5.1170 -1.24 -0.43 2.64
C -31.4250 -14.1310 -5.4820 -1.84 1.57 -0.67
O -30.7830 -13.6750 -6.6550 1.29 0.89 -0.17
C -29.3750 -13.2900 -6.4030 -2.51 0.73 -0.12
H -30.1260 -21.1330 -3.0380 1.00 0.89 0.04
H -28.8540 -19.8210 -2.5730 1.13 -0.56 0.21
H -29.4880 -19.9900 -4.3140 0.79 -0.58 0.67
H -29.9530 -17.7830 -4.2460 0.38 -0.02 0.54
H -29.8350 -17.3530 -2.4850 0.90 -0.05 0.36
H -32.1330 -16.9620 -2.3430 -0.47 -0.10 -0.02
H -32.3970 -17.4560 -4.0870 0.54 0.60 1.03
H -30.8200 -15.2640 -3.0100 -0.01 0.61 -0.62
H -31.4700 -16.3240 -5.5700 -0.34 0.00 -1.03
H -29.9200 -15.7070 -5.2030 0.84 0.33 -0.16
H -31.3570 -13.4210 -4.6160 0.73 -0.46 -0.58
H -32.5810 -14.0670 -5.6260 1.96 -0.55 -0.24
H -28.8300 -14.1050 -6.0240 0.73 -1.06 0.78
H -29.3980 -12.4580 -5.6920 0.26 -0.05 -0.14
H -28.9110 -13.0240 -7.3380 -0.24 0.34 -0.28
C -26.5910 -13.2950 -8.7130 0.35 -2.47 -1.22
O -25.7170 -13.1140 -9.8160 -0.55 1.05 -0.33
C -25.6290 -11.7230 -10.1510 -0.04 -1.76 -2.97
C -24.4950 -11.5520 -11.1600 -0.22 -1.35 -0.45
N -24.4170 -10.2030 -11.5990 0.78 1.21 -0.06
C -23.5420 -9.9670 -12.7320 -1.78 1.68 -1.10
C -23.6670 -8.3890 -13.0670 1.77 -0.91 1.51
O -22.5650 -7.9630 -13.8600 -2.00 -1.00 -1.07
C -22.9650 -8.2810 -15.2130 3.38 3.23 0.04
H -26.4800 -14.4030 -8.5210 -0.51 1.10 0.09
H -27.6400 -13.0790 -8.9980 0.58 0.19 0.36
H -26.2250 -12.7880 -7.8460 -0.06 0.71 0.67
H -25.4360 -11.2710 -9.2580 0.56 2.05 2.25
H -26.5230 -11.2880 -10.6610 0.01 -0.56 0.71
H -24.6700 -12.1630 -12.0840 -0.12 -0.39 0.85
H -23.5650 -11.9340 -10.6950 -0.21 0.52 -0.32
H -25.3030 -9.8330 -11.8920 -0.70 -0.18 0.33
H -23.8440 -10.5380 -13.6710 0.17 0.35 0.92
H -22.5570 -10.2910 -12.4950 1.02 0.27 0.19
H -23.6520 -7.7630 -12.1780 0.42 -0.49 0.62
H -24.6170 -8.0870 -13.4760 -0.58 -0.44 -0.82
H -23.5840 -9.0630 -15.3760 -2.08 -2.70 0.27
H -22.0430 -8.4990 -15.7280 0.33 -0.03 -0.43
H -23.4010 -7.4050 -15.6870 -0.16 0.25 0.01
C -30.3050 -18.5640 -6.9300 1.43 -1.14 1.80
O -29.8520 -19.9460 -7.2230 -0.82 1.36 -0.48
C -29.2100 -20.0820 -8.5160 0.59 -0.64 1.42
C -27.9680 -19.2470 -8.4740 0.97 1.01 0.54
N -27.2470 -19.4090 -9.6980 1.08 -1.10 0.42
C -27.5650 -18.6230 -10.8540 0.82 1.29 1.65
C -26.7970 -17.3190 -10.7480 -3.16 1.49 -2.32
O -26.9820 -16.4770 -11.9440 -1.22 -3.61 0.65
C -26.5380 -15.2340 -11.7660 1.10 2.19 -1.04
H -30.9270 -18.0930 -7.6360 -0.89 0.05 -1.24
H -29.5060 -17.8330 -6.7020 0.35 -0.59 -0.58
H -30.7890 -18.5540 -5.9420 -0.40 -0.78 -0.50
H -29.8440 -19.8470 -9.3740 -0.30 0.28 0.17
H -28.8370 -21.1510 -8.6930 -0.89 1.30 0.68
H -27.2410 -19.5690 -7.7030 -0.80 -0.58 0.00
H -28.0560 -18.1810 -8.1410 -0.72 -0.56 -0.64
H -26.2910 -19.3750 -9.3650 0.28 0.08 -1.28
H -28.6130 -18.4650 -10.8930 -1.11 0.63 0.43
H -27.4500 -19.1550 -11.7360 1.16 -0.99 -1.83
H -25.8080 -17.3420 -10.5520 3.85 -1.20 -0.08
H -27.0700 -16.7870 -9.8600 -1.25 0.64 0.59
H -27.1440 -14.6120 -11.1590 -0.82 0.56 0.97
H -26.4170 -14.7030 -12.7110 -0.46 -0.15 -0.46
H -25.5430 -15.1900 -11.4090 1.31 -0.07 1.01
C -29.3020 -15.5540 -8.5320 -1.09 0.06 -1.07
C -30.5610 -15.5070 -9.3860 0.40 1.40 1.42
C -30.3890 -16.2550 -10.6430 0.31 1.08 -1.45
O -31.5370 -16.0660 -8.6000 -2.20 -2.82 -0.66
H -28.9180 -16.5200 -8.7250 0.89 -0.86 0.21
H -29.5110 -15.3830 -7.5070 -0.30 -0.23 0.73
H -28.6740 -14.7870 -8.8410 1.62 1.00 -0.66
H -30.9320 -14.5020 -9.5530 0.57 0.59 -0.42
H -29.3950 -15.8850 -11.0840 -1.56 -0.92 0.06
H -31.2760 -16.0810 -11.3030 0.99 -0.16 0.19
H -30.3580 -17.2940 -10.3790 0.26 -0.71 -0.13
H -31.6510 -15.5170 -7.8600 -0.29 1.22 1.53
C -31.8150 -12.5170 -11.8960 -0.69 -1.59 1.81
C -30.3480 -12.3280 -12.1420 -3.15 1.12 -0.27
C -29.5100 -12.6530 -10.9180 -0.13 -2.02 -1.78
O -30.3340 -13.1660 -13.3270 2.00 0.57 0.95
H -31.9050 -13.6160 -11.6920 -0.37 0.81 -0.21
H -32.3750 -12.2730 -12.7530 -0.54 0.08 -1.29
H -32.3280 -12.0070 -11.0980 0.38 0.45 0.73
H -30.2540 -11.2510 -12.4070 0.63 -0.55 -0.18
H -29.3860 -13.7680 -10.8670 0.11 1.14 0.06
H -29.9390 -12.2990 -10.0070 -0.46 0.36 0.50
H -28.6000 -12.1660 -11.1170 1.69 0.29 0.35
H -29.4080 -13.1760 -13.5510 0.62 -0.46 -0.81
```
Positions in Å, forces in eV/Å.

Results
Net charge: 0
SMILES: COCCNCCOC.COCCNCCOC.COCCNCCOC.CC(C)O.CC(C)O
Energy above the lowest of the compared OMol25 structures with the same formula, charge and spin (kcal per mole): 106.3



(2)
CH3N3O9Si in the gas phase in a non-equilibrium geometry, computed with ωB97M-V/def2-TZVPD.

XYZ file:
```
17
Properties=species:S:1:pos:R:3:forces:R:3
C 1.0779 -0.3045 1.7907 1.83 1.84 -1.52
Si -0.0249 -0.1126 0.3246 -0.64 -1.23 3.17
O -0.3862 -1.7060 -0.0003 -0.87 -0.08 -0.26
N 0.0966 -2.3136 -1.1123 1.75 -2.81 0.89
O 0.2318 -1.7010 -2.1239 -0.60 0.18 -0.56
O 0.4462 -3.4639 -0.8781 -0.72 1.28 -0.74
O -1.5757 0.3693 0.6291 -0.65 0.91 0.00
N -1.8858 1.7254 0.9258 0.15 -1.25 0.26
O -3.0147 1.8646 1.2308 -0.31 0.51 -0.03
O -0.9705 2.4978 0.8721 0.19 0.10 -0.17
O 0.7243 0.4655 -0.8838 2.19 2.08 -2.29
N 0.5022 1.1193 -2.1363 -1.58 -0.91 1.61
O 1.5014 1.3400 -2.6613 1.95 0.74 -1.66
O -0.6364 1.3097 -2.3966 -0.45 0.22 -0.26
H 0.5339 -0.1919 2.6430 -1.98 -0.05 2.55
H 1.4523 -1.2949 1.7575 0.47 -1.02 0.00
H 1.9275 0.3968 2.0190 -0.70 -0.53 -0.98
```
Positions in Å, forces in eV/Å.

Results
Net charge: 0
SMILES: C[Si](O[N+](=O)[O-])(O[N+](=O)[O-])O[N+](=O)[O-]



(3)
15 unconnected molecules or ions with the total composition C5H35O16 in a non-equilibrium geometry, computed with ωB97M-V/def2-TZVPD.

XYZ file:
```
56
Properties=species:S:1:pos:R:3:forces:R:3
O 0.1558 1.4972 1.5136 0.34 0.24 0.01
C -0.2872 1.8960 0.4103 -1.47 -1.27 -0.90
O 0.3154 2.4945 -0.5121 0.31 0.02 0.83
C -1.7292 1.4512 0.0498 -0.24 -0.46 1.46
C -1.9181 1.2449 -1.4528 -0.26 2.14 -0.31
C -2.3050 -0.0877 -1.9355 -0.35 -2.37 -1.56
C -2.3679 -0.4855 -3.2177 0.60 1.17 -0.54
H -2.4130 2.0967 0.6395 0.17 0.75 -1.21
H -2.0601 0.5782 0.6610 0.97 -0.32 -0.76
H -1.0356 1.5393 -2.0173 0.93 -0.54 0.58
H -2.4250 2.1242 -1.8920 -1.13 -0.65 0.26
H -2.3992 -0.9623 -1.2980 -0.01 0.56 0.90
H -2.2193 0.2363 -4.0168 -0.07 0.33 0.04
H -2.3637 -1.4823 -3.6615 -0.41 -0.09 0.99
H 0.0919 -0.6357 3.6545 0.01 0.05 0.38
H -0.8072 0.2115 2.8013 -0.05 0.38 0.09
O -0.8103 -0.2869 3.6411 0.50 -0.18 -0.48
H 1.9822 2.5280 -0.4115 0.55 -0.30 0.33
H 2.7822 1.4930 0.3494 0.25 -0.08 -0.14
O 2.9214 2.2641 -0.2094 -0.41 0.41 0.19
H 1.9152 -1.2480 2.4747 0.23 0.67 -0.19
H 3.2690 -1.0325 3.1708 -0.16 0.58 -0.11
O 2.5128 -1.6157 3.1197 -0.01 -1.53 0.64
H 1.5017 1.1655 3.6506 0.30 -0.02 -0.03
H 1.8321 1.3747 2.2148 -0.06 0.04 0.32
O 2.2220 0.9899 3.0274 -0.14 0.44 -0.05
H -0.5017 -2.4717 -0.9665 0.43 -0.42 -0.26
H -1.4697 -3.3844 -1.6031 0.00 -0.23 -0.13
O -0.5291 -3.1733 -1.6451 -0.41 0.46 0.49
H -0.6887 -4.0206 1.8724 -0.16 -0.18 -0.39
H -0.6792 -2.5980 2.2875 -0.23 0.19 -0.24
O -1.2600 -3.2402 1.8502 1.32 -0.30 0.50
H 0.6675 4.2922 -0.0663 -0.49 0.77 -0.24
H 0.6240 5.2691 -1.2349 -0.09 0.00 -0.10
O 0.2895 5.1579 -0.3382 0.48 -0.15 0.45
H 2.3638 1.3890 -2.6949 0.06 -0.42 -0.12
H 3.4138 2.2388 -2.0312 0.02 -0.49 -0.21
O 3.2323 1.7643 -2.8654 0.03 0.79 -0.02
H 0.1105 -0.4963 -0.9218 -0.01 0.16 -0.06
H 0.5967 -0.4466 0.5341 -0.06 0.27 -0.44
O 0.7478 -0.8951 -0.3165 0.00 -0.20 0.50
H 2.4684 -1.6816 -3.9504 -0.14 0.13 0.24
H 1.7777 -1.4044 -2.5957 0.14 -0.02 -0.29
O 2.0694 -0.9819 -3.4185 -0.14 -0.18 0.14
H 1.2729 3.4386 -3.1859 -0.50 0.05 0.29
H 0.1625 3.4526 -2.0703 0.30 -0.06 -0.57
O 0.3996 3.8071 -2.9544 0.28 -0.06 0.03
H -2.2113 -1.4577 3.7289 -1.00 0.22 0.00
H -2.3222 -2.8135 3.2349 -1.33 0.22 0.13
O -2.9385 -2.0915 3.5148 1.54 -0.36 0.15
H 1.5927 -2.6781 0.8171 0.26 -0.05 -0.12
H 2.6067 -3.2417 1.8753 -0.31 0.39 -0.29
O 2.1736 -3.4198 1.0261 -0.08 -0.56 0.05
H -3.0556 -2.5469 1.1578 -0.12 0.01 0.15
H -4.1055 -2.5982 0.0037 -0.02 0.11 0.24
O -3.1690 -2.5168 0.2026 -0.15 -0.05 -0.63
```
Positions in Å, forces in eV/Å.

Results
Net charge: -1
Energy above the lowest of the compared OMol25 structures with the same formula, charge and spin (kcal per mole): 64.9



no.,calculated total energy (eV),Kohn-Sham gap (eV)
1,-46718.3446,9.1410
2,-31852.1256,11.3760
3,-38515.8300,9.0688